[1]
The following is a DFT calculation (the ωB97M-V functional and the def2-TZVPD basis) of a molecular structure, C36H49N8O2S2ScSeSiTe.

CARTESIAN COORDINATES (ANGSTROEM)
Sc 0.86232 0.48640 -0.33624
N -2.13941 1.48489 2.47486
C 0.12663 2.00689 3.27889
C 2.12437 2.95905 1.92618
N 2.24887 1.60874 1.32312
H -2.67208 1.46436 1.60576
H -2.50999 2.28555 2.98322
H 0.51974 1.00551 3.49172
H -0.49262 2.28538 4.13583
H 3.12180 3.33549 2.17823
H 1.70494 3.60975 1.16234
H 2.77661 0.97082 1.90902
H 2.81746 1.71112 0.48182
O -1.48284 3.69375 -1.36365
S -0.86478 2.68495 -0.54213
O 0.60157 2.43311 -1.03352
N -1.42751 1.19168 -0.58165
C -1.76081 0.64306 -1.85667
C -2.61572 1.25488 -2.76984
C -2.95866 0.60836 -3.95188
C -2.49159 -0.66453 -4.21153
C -1.63520 -1.31343 -3.30913
C -1.18858 -2.65328 -3.49288
C -0.39925 -3.21596 -2.48687
C 0.02790 -2.47288 -1.41912
N -0.28912 -1.14137 -1.23145
C -1.21682 -0.61792 -2.14504
C -0.80197 3.06380 1.08485
C -0.72898 4.45300 1.40153
C -0.13085 5.02270 2.53419
C 0.75358 4.43272 3.40710
C 1.26353 3.03039 3.20867
C -0.76570 1.89824 2.04097
H -3.00738 2.23632 -2.54519
H -3.60998 1.10504 -4.65957
H -2.78490 -1.18736 -5.11436
H -1.49389 -3.21268 -4.36629
H -0.07554 -4.24822 -2.55104
H 0.65808 -2.91675 -0.66386
H -1.11925 5.13451 0.65522
H -0.35471 6.07207 2.70734
H 1.14114 5.00910 4.23631
H 1.92405 2.80024 4.05223
H -0.39399 1.01490 1.50137
C -3.54131 -3.95834 2.03958
C -2.11010 -3.77355 1.46717
N -1.78857 -2.36678 1.39560
C -2.73750 -1.67789 0.53679
C -4.14461 -1.71828 1.17355
N -4.04822 -2.58823 2.40286
C -3.12995 -1.94807 3.41175
C -1.76008 -1.77389 2.71872
H -3.57281 -4.55551 2.95042
H -4.24453 -4.37256 1.31808
H -2.04529 -4.19977 0.46574
H -1.37791 -4.27686 2.10020
H -2.73517 -2.15944 -0.44037
H -2.41700 -0.64702 0.39887
H -4.90639 -2.16012 0.53162
H -4.48417 -0.74162 1.51709
H -4.97417 -2.67775 2.81085
H -3.11504 -2.60418 4.28197
H -3.56864 -0.98745 3.68145
H -0.96661 -2.23260 3.30852
H -1.56634 -0.70522 2.63605
S 3.44825 4.67519 -5.23839
C 3.31905 3.49042 -3.92198
C 2.66137 2.28023 -4.10547
C 2.51451 1.44853 -3.01481
N 2.97798 1.74243 -1.79896
C 3.65983 2.87070 -1.64636
C 3.85427 3.77933 -2.67699
C 1.73121 4.72569 -5.70284
C 0.71754 4.79528 -4.75586
C -0.59490 4.82721 -5.19733
N -0.94440 4.82402 -6.48412
C 0.03706 4.76873 -7.37745
C 1.38341 4.70459 -7.04472
H 2.22525 2.01582 -5.05876
H 1.98656 0.50280 -3.12381
H 4.02224 3.09799 -0.64904
H 4.37311 4.71009 -2.49464
H 0.93449 4.79560 -3.69577
H -1.40278 4.85552 -4.47580
H -0.26107 4.75620 -8.42001
H 2.13946 4.63649 -7.81522
Te 3.14688 -1.33833 -0.35906
C 1.67957 -2.66663 4.61291
Si 2.64781 -2.70088 3.01661
C 4.32063 -1.94147 3.27808
C 2.77449 -4.42482 2.32933
Se 1.39464 -1.51246 1.50817
H 2.26924 -3.12326 5.41194
H 0.74223 -3.22122 4.54135
H 1.45369 -1.64020 4.90775
H 4.98650 -2.67324 3.74255
H 4.26180 -1.06919 3.93199
H 4.76462 -1.63178 2.33120
H 3.62815 -4.95348 2.75963
H 2.91662 -4.38363 1.24781
H 1.87100 -5.00303 2.53013

## Properties
HOMO level (alpha / beta) = -4.646 / -4.596 eV
ΔE to the lowest compared entry with this formula, charge and spin = 102.1 kcal per mole
gap between HOMO and LUMO (alpha / beta) = 3.93 / 3.88 eV
LUMO level (alpha / beta) = -0.72 / -0.72 eV

[2]
The following is a DFT calculation (the ωB97M-V functional and the def2-TZVPD basis) of a molecular structure, C31H30Cl2N5O3Pd.

CARTESIAN COORDINATES (ANGSTROEM)
Pd 0.24147 -1.51860 -0.64931
C -0.77504 -1.84271 -4.82686
C -0.09507 -1.52579 -3.64383
N -0.54297 -1.91732 -2.46737
C -1.68616 -2.64263 -2.39344
C -2.42220 -3.00572 -3.51888
C -1.93183 -2.57762 -4.76723
C -3.61143 -3.79048 -3.33793
C -4.00261 -4.18272 -2.10532
C -3.24778 -3.82551 -0.93602
C -3.58042 -4.22424 0.37377
C -2.78046 -3.84097 1.41699
C -1.65161 -3.04439 1.17558
N -1.33013 -2.65475 -0.04354
C -2.10476 -3.04709 -1.09032
H -0.37616 -1.50176 -5.77099
H 0.81863 -0.94601 -3.63603
H -2.46989 -2.83495 -5.67082
H -4.18559 -4.06813 -4.21206
H -4.89540 -4.78072 -1.97686
H -4.45961 -4.83338 0.54205
H -2.99582 -4.13026 2.43457
H -1.01081 -2.72884 1.99171
C 4.12279 1.98407 -0.31195
N 2.84199 1.34626 -0.59227
C 1.78831 2.20983 -1.11435
C 2.69162 0.01655 -0.70410
O 1.75186 -0.41724 -1.46040
N 3.52645 -0.81911 -0.07001
C 3.54023 -2.23059 -0.42610
C 4.06151 -0.52008 1.25617
H 4.28349 2.77352 -1.04575
H 4.92958 1.26284 -0.40555
H 4.14898 2.42576 0.68549
H 1.89988 3.19350 -0.66319
H 0.81065 1.81810 -0.84574
H 1.84827 2.30198 -2.20030
H 3.10762 -2.37041 -1.41156
H 2.97046 -2.80580 0.30643
H 4.57118 -2.58396 -0.43937
H 3.61553 0.38814 1.64995
H 5.14748 -0.42175 1.24421
H 3.78115 -1.33528 1.92270
Cl -4.72766 0.03891 1.68918
C -3.88424 -0.54102 3.10423
C -4.12907 -1.83463 3.52707
C -3.43152 -2.33812 4.61160
C -2.51936 -1.52911 5.26913
C -2.32225 -0.22110 4.86615
Cl -1.25919 0.76295 5.80832
C -2.99147 0.31939 3.75800
N -2.84708 1.63818 3.34877
C -1.58359 2.28730 3.18410
C -1.39257 3.51512 3.81050
C -0.19159 4.18935 3.69601
C 0.84444 3.62299 2.96354
C 0.64699 2.41149 2.32602
C -0.56972 1.73745 2.40476
C -0.75931 0.46560 1.61297
C 0.17562 -0.64714 2.08178
O 0.21920 -0.96252 3.25021
O 0.94859 -1.20777 1.17244
H -4.86559 -2.42930 3.00399
H -3.61141 -3.34680 4.95800
H -1.97097 -1.89337 6.12625
H -3.55599 1.93996 2.69888
H -2.19724 3.91196 4.41521
H -0.05441 5.13940 4.19468
H 1.79886 4.12911 2.89099
H 1.44712 1.97059 1.74011
H -0.60972 0.67251 0.55012
H -1.78032 0.09966 1.72885

## Properties
HOMO level = -10.139 eV
ΔE to the lowest compared entry with this formula, charge and spin = 6.4 kcal per mole
total charge = +1
gap between HOMO and LUMO = 6.53 eV
LUMO level = -3.61 eV

[3]
The following is a DFT calculation (the ωB97M-V functional and the def2-TZVPD basis) of 2 unconnected molecules or ions with the total composition C14H20NO4S2 in a non-equilibrium geometry.

CARTESIAN COORDINATES (ANGSTROEM)
S -0.06386 1.47935 3.47179
C -1.01142 1.07797 1.92619
C -1.20126 -0.44162 1.47185
C -0.44936 -0.70317 0.05111
C 1.00601 -1.23297 0.58342
C 2.16186 -1.14721 -0.53348
C 3.35248 -0.25622 0.11731
C 3.84478 1.06152 -0.53829
C 4.96302 1.87170 0.18628
C 5.52912 1.29492 1.51187
C 5.06632 -0.03144 2.16494
C 3.95782 -0.83553 1.45134
C -0.15981 0.86745 -0.26540
N -0.45243 1.72779 0.70230
H 0.81987 2.52985 3.16846
H -2.06928 1.47597 2.08518
H -2.25908 -0.89988 1.53595
H -0.66061 -1.02274 2.30628
H -0.98843 -1.32364 -0.75104
H 0.92435 -2.27569 1.07492
H 1.26416 -0.52125 1.45882
H 2.63302 -2.17978 -0.74141
H 1.81188 -0.74314 -1.54343
H 3.35849 1.37451 -1.52867
H 5.32607 2.86451 -0.26195
H 6.34248 1.88364 2.04760
H 5.47365 -0.45177 3.14670
H 3.54108 -1.82734 1.85775
H 0.27111 1.33349 -1.22036
H -0.35544 2.75518 0.72943
C -5.42652 -0.13045 -3.02850
C -4.87139 0.19095 -1.64977
O -4.46780 -1.06842 -1.11065
S -3.96717 -2.02753 -2.32244
O -2.53177 -1.95090 -2.39147
O -4.67587 -3.26557 -2.24096
O -4.57968 -1.15825 -3.54599
H -6.44299 -0.52764 -2.96233
H -5.41921 0.73749 -3.68860
H -5.60959 0.66723 -1.00456
H -3.98461 0.82866 -1.72018

## Properties
HOMO level = -11.207 eV
total charge = +1
gap between HOMO and LUMO = 6.73 eV
LUMO level = -4.48 eV

no.,M (g mol⁻¹),electronic energy (Eh)
1,969.58,-6505.77458
2,697.94,-2746.98289
3,330.45,-1697.06995